{
  "formula": "C7H32AsF6O9",
  "method": "ωB97M-V/def2-TZVPD",
  "orbital_gap_ha": 0.3410,
  "max_force_ev_per_a": 4.68,
  "total_energy_ha": -3798.08387,
  "total_charge": -1,
  "e_lumo_ha": 0.094,
  "symbols": ["As", "F", "F", "F", "F", "F", "F", "O", "H", "H", "O", "H", "H", "C", "O", "H", "H", "H", "H", "C", "O", "H", "H", "H", "H", "C", "O", "H", "H", "H", "H", "C", "O", "H", "H", "H", "H", "C", "O", "H", "H", "H", "H", "C", "O", "H", "H", "H", "H", "C", "O", "H", "H", "H", "H"],
  "coordinates": [[-16.453990, 30.187000, 11.006010], [-17.478460, 29.574010, 9.664950], [-15.019460, 29.837380, 9.977390], [-15.648130, 31.051060, 12.312630], [-18.011180, 30.475900, 11.858810], [-15.963580, 28.666930, 11.864310], [-16.505170, 31.829520, 10.255500], [-16.881660, 28.493580, 6.881470], [-17.039640, 28.869270, 7.747560], [-16.784750, 27.554780, 7.041140], [-13.512320, 32.200330, 10.669700], [-13.108260, 31.510190, 11.195700], [-14.449490, 32.119590, 10.846940], [-19.599090, 27.408430, 11.625390], [-20.032590, 28.695460, 12.047660], [-18.566250, 27.188000, 11.895120], [-20.246400, 26.621460, 12.012390], [-19.636540, 27.384600, 10.536300], [-19.385150, 29.346580, 11.767550], [-15.412770, 31.176980, 7.035020], [-16.305000, 31.157810, 5.942030], [-14.773550, 32.048140, 6.891590], [-16.023490, 31.226740, 7.936490], [-14.801830, 30.276970, 7.104550], [-16.727970, 32.017280, 6.005270], [-13.607790, 26.741560, 7.509060], [-13.694800, 28.127590, 7.774430], [-13.274060, 26.151730, 8.362770], [-14.542190, 26.544570, 6.983510], [-12.845370, 26.672820, 6.733120], [-13.496470, 28.337670, 8.689930], [-15.393790, 27.349270, 14.839040], [-14.797580, 27.218090, 13.580910], [-14.610940, 27.346970, 15.597480], [-15.965850, 28.269480, 14.957580], [-16.016840, 26.499010, 15.116480], [-15.415910, 27.634060, 12.975730], [-12.624980, 30.426620, 13.928940], [-12.921270, 30.247050, 12.510000], [-13.128220, 31.304320, 14.334530], [-12.925350, 29.549910, 14.502760], [-11.555540, 30.459480, 14.137040], [-13.759780, 29.783320, 12.451200], [-16.496420, 26.464960, 9.542510], [-16.862590, 26.088780, 8.301430], [-15.453310, 26.769960, 9.458850], [-17.173830, 27.231860, 9.918110], [-16.554580, 25.693270, 10.310100], [-17.242710, 25.207330, 8.313720], [-17.780480, 30.606630, 15.359090], [-18.008720, 29.503260, 16.064580], [-18.559990, 30.778390, 14.616830], [-17.467170, 31.489990, 15.915520], [-16.922720, 30.293610, 14.763800], [-17.392910, 29.507460, 16.801030]],
  "atomic_forces_ev_per_a": [[0.4, 1.9, -1.7], [0.9, -0.1, 1.5], [-1.3, 0.3, 1.3], [-0.1, -0.9, -0.3], [1.6, -0.6, -0.4], [-1.6, 1.3, -1.1], [-0.3, -1.6, 0.5], [-0.1, 0.1, -0.6], [0.0, 0.2, 0.3], [-0.1, -0.2, 0.2], [0.3, 0.8, -0.5], [0.1, -0.3, 0.4], [-0.1, 0.1, -0.1], [0.1, 0.6, -0.6], [-0.4, -0.8, 0.4], [0.1, 0.0, 0.3], [-0.1, 0.3, 0.2], [0.0, -0.3, -0.2], [0.2, 0.1, 0.0], [0.0, 0.0, 0.4], [-0.3, 0.0, -0.8], [0.3, 0.1, 0.6], [0.5, 0.3, 0.3], [-0.2, 0.0, -0.4], [-0.3, -0.1, -0.3], [0.5, 1.2, -1.2], [0.2, 0.6, 0.6], [-0.6, -0.3, 0.0], [-0.2, -1.0, 0.6], [0.3, -0.5, 0.0], [-0.1, 0.0, 0.1], [0.4, -0.2, 1.0], [0.0, -0.2, 0.1], [0.2, 0.2, 0.0], [-0.1, 0.0, -0.1], [-0.4, -0.1, -0.2], [0.2, -0.1, -0.3], [-0.4, -0.7, -0.6], [1.0, -0.1, 1.6], [0.1, 0.1, -0.1], [-0.5, -0.1, -0.1], [0.1, 0.4, -0.7], [-0.2, -0.1, 0.0], [0.8, 0.9, 2.5], [-1.2, -1.8, -2.7], [-0.1, 0.6, 0.6], [0.4, 0.4, -0.1], [0.1, -0.5, -0.1], [-0.1, 0.1, -0.2], [1.9, 1.6, -3.2], [-1.6, -2.8, 3.3], [-0.3, 0.3, 0.4], [-0.5, 0.2, 0.1], [0.5, 1.1, -0.8], [-0.1, -0.4, 0.1]]
}


{
  "formula": "C16H19ClOs",
  "method": "ωB97M-V/def2-TZVPD",
  "orbital_gap_ha": [0.2283, 0.2032],
  "multiplicity": 5,
  "max_force_ev_per_a": 3.59,
  "total_energy_ha": -1171.61095,
  "total_charge": 0,
  "e_lumo_ha": [0.002, -0.082],
  "symbols": ["C", "C", "C", "H", "C", "C", "H", "H", "H", "H", "Os", "Cl", "C", "C", "C", "H", "C", "C", "H", "H", "H", "H", "C", "C", "C", "C", "C", "C", "H", "H", "H", "H", "H", "H", "H", "H", "H"],
  "coordinates": [[0.995789, -1.536691, -0.082595], [0.997939, -1.620000, -1.513072], [-0.382912, -1.750294, -1.905337], [1.872243, -1.595539, -2.144899], [-1.212226, -1.625407, -0.781009], [-0.374880, -1.632716, 0.355217], [-0.753533, -1.630017, 1.374375], [1.877347, -1.443303, 0.538895], [-0.741512, -1.969133, -2.881941], [-2.300188, -1.625902, -0.739976], [0.115565, 0.233726, -0.878048], [1.882510, 1.422208, 0.240277], [-0.055126, 1.894921, -2.060345], [-1.232965, 1.425178, -2.722300], [-0.828195, 0.515682, -3.732139], [-2.228612, 1.827246, -2.599429], [0.539441, 0.309349, -3.639731], [1.069838, 1.059022, -2.535070], [2.112353, 1.343744, -2.430969], [0.081483, 2.833603, -1.553410], [-1.492293, 0.082145, -4.478847], [1.143893, -0.280152, -4.323710], [0.817881, 1.392607, 4.450980], [-0.076735, 0.234865, 4.010984], [0.523153, -1.072102, 4.560247], [-1.479618, 0.318014, 4.617966], [-0.186137, 0.421740, 2.550665], [-0.318383, 0.625044, 1.354631], [0.856886, 1.452932, 5.543604], [0.419283, 2.328545, 4.043567], [1.832468, 1.236202, 4.060580], [0.463933, -1.001415, 5.654735], [-0.038946, -1.960907, 4.255940], [1.568717, -1.220215, 4.291926], [-1.984440, 1.239016, 4.332240], [-2.092277, -0.526586, 4.279273], [-1.394944, 0.275787, 5.711525]],
  "atomic_forces_ev_per_a": [[0.5, -1.9, 0.1], [-0.1, -2.2, 0.7], [0.7, 0.2, -0.1], [-0.2, -0.1, 0.0], [-0.6, -2.1, 1.1], [-0.3, -0.8, 0.6], [0.4, 0.0, -0.5], [-0.3, 0.0, 0.0], [-0.1, 0.4, -0.6], [0.4, -0.1, -0.2], [-0.6, 2.1, 2.9], [1.6, 0.6, -0.3], [0.5, 0.9, -0.1], [0.0, 0.3, -1.9], [-0.9, 0.6, 0.1], [0.0, -0.1, 0.1], [0.8, 0.1, -0.9], [-0.3, 1.7, -1.5], [-0.3, -0.1, 0.1], [-0.1, 0.1, 0.1], [0.2, 0.0, 0.3], [-0.2, -0.1, 0.2], [0.0, 0.3, 0.4], [0.0, 0.3, -0.1], [0.0, -0.1, -0.2], [-0.1, 0.1, 0.2], [-0.3, -0.7, -0.2], [-0.9, 0.2, 0.0], [0.1, 0.1, 0.0], [0.2, -0.1, 0.2], [-0.2, 0.1, 0.1], [0.1, -0.1, -0.2], [0.0, 0.1, 0.0], [0.0, 0.1, -0.1], [0.0, 0.1, 0.0], [0.1, 0.2, 0.1], [-0.1, 0.0, -0.1]]
}


{
  "formula": "C2H11N2O2",
  "method": "ωB97M-V/def2-TZVPD",
  "orbital_gap_ha": 0.3346,
  "relative_energy_ev": 2.8846,
  "max_force_ev_per_a": 6.58,
  "total_energy_ha": -342.48244,
  "total_charge": 1,
  "e_lumo_ha": -0.128,
  "symbols": ["C", "C", "N", "N", "H", "H", "H", "H", "H", "H", "H", "H", "H", "O", "H", "H", "O"],
  "coordinates": [[0.569539, -0.936169, 0.426987], [-0.637535, -0.805416, -0.187675], [-1.290705, 0.380000, -0.317758], [1.419631, -1.998871, 0.637219], [0.797622, -0.101619, 1.139111], [-1.047475, -1.642875, -0.803765], [-1.131813, 0.765996, -1.299799], [-0.995512, 1.050475, 0.389951], [-2.358822, 0.204333, -0.431983], [1.201015, -3.068645, 0.392939], [2.385711, -1.851189, 1.106498], [-5.127476, 4.437935, -1.563124], [-3.625332, 4.611444, -1.925511], [-4.263619, 4.143736, -1.366209], [4.230677, -1.242234, 0.172356], [5.231181, -1.546623, 1.422471], [4.256834, -1.623161, 1.082303]],
  "atomic_forces_ev_per_a": [[-0.2, -0.1, 2.0], [2.8, -5.9, -0.5], [-3.4, 2.6, -3.1], [0.4, -2.0, -0.3], [0.4, -0.3, -1.0], [0.3, 0.9, 0.6], [0.2, 0.2, 1.4], [-0.6, 0.4, 0.0], [1.8, 0.8, 1.3], [0.5, 3.7, 0.5], [-2.3, -0.2, -0.9], [-1.3, 0.7, -0.5], [-0.6, 0.0, 0.1], [2.0, -0.7, 0.4], [0.5, -0.4, 1.0], [-2.8, -0.2, -1.1], [2.3, 0.6, 0.0]]
}


{
  "formula": "C16H11MnNO12",
  "method": "ωB97M-V/def2-TZVPD",
  "orbital_gap_ha": [0.0731, 0.1006],
  "multiplicity": 6,
  "max_force_ev_per_a": 6.01,
  "total_energy_ha": -2724.72248,
  "total_charge": -4,
  "e_lumo_ha": [0.255, 0.255],
  "symbols": ["Mn", "C", "C", "C", "O", "C", "C", "C", "O", "O", "O", "H", "H", "C", "C", "C", "O", "C", "C", "C", "O", "O", "O", "H", "H", "C", "O", "O", "O", "C", "O", "N", "C", "C", "H", "H", "H", "H", "H", "H", "H"],
  "coordinates": [[0.807172, 0.067371, -0.625653], [-2.140884, -1.846523, 1.595775], [-1.190376, -1.046889, 0.938485], [-1.248100, 0.558065, 1.142068], [-0.532144, 1.235597, 0.339877], [-2.137811, 1.082186, 2.098799], [-2.975389, 0.195302, 2.792353], [-2.964538, -1.307839, 2.594251], [-3.728857, -2.068570, 3.238940], [-3.877037, 0.729921, 3.498140], [-0.301101, -1.481890, 0.172022], [-2.193887, -2.913063, 1.429524], [-2.163002, 2.153248, 2.225134], [-0.899640, 0.295274, -5.979705], [-0.121942, 0.158256, -4.757530], [-0.981044, 0.092838, -3.418787], [-0.401433, 0.135595, -2.309454], [-2.391297, -0.112029, -3.571296], [-3.055529, -0.108845, -4.784450], [-2.267110, 0.168063, -6.040039], [-2.827745, 0.293423, -7.195156], [-4.310813, -0.287280, -4.767483], [1.085056, -0.016169, -4.713719], [-0.339245, 0.470292, -6.889050], [-2.943872, -0.262937, -2.653551], [2.915030, 0.828625, -1.816162], [3.643968, 1.098472, -2.796609], [2.139466, 1.610814, -1.155577], [2.419942, -0.389406, -1.902916], [2.732774, -0.496517, 2.180765], [1.871669, -0.270356, 1.341981], [2.698671, -0.047304, 3.446878], [3.851305, -0.248693, 4.307283], [1.618814, 0.779633, 3.961028], [3.593091, -1.121329, 1.917697], [4.685804, -0.787257, 3.861289], [3.560596, -0.796196, 5.211140], [4.246710, 0.707238, 4.668529], [2.024129, 1.749044, 4.262678], [0.796149, 0.902312, 3.263072], [1.302451, 0.297525, 4.889430]],
  "atomic_forces_ev_per_a": [[1.6, 0.0, -2.4], [0.7, 0.9, 0.0], [-0.3, 0.5, 0.1], [0.1, -0.2, -0.8], [-1.4, -0.2, 2.0], [2.0, -1.4, -1.1], [-1.9, 2.5, 0.9], [-0.5, -1.7, -0.4], [0.0, 0.9, 0.4], [0.2, -1.1, 0.4], [-0.7, -0.4, 0.6], [0.2, -0.1, -0.1], [-0.4, 0.1, 0.1], [1.2, 0.1, 1.6], [-1.0, -0.5, -0.1], [-0.3, -0.4, -0.2], [-0.9, 0.1, -1.2], [2.4, 0.3, 0.9], [-1.9, -0.1, 0.9], [-0.1, 0.5, -2.8], [-0.6, -0.3, 1.0], [0.4, 0.1, -1.1], [0.0, 0.3, 0.0], [0.0, -0.1, -0.2], [-0.2, 0.0, 0.0], [-3.2, -2.0, -4.7], [2.7, 2.1, 0.9], [1.1, 2.1, 2.0], [0.7, -2.0, 2.5], [-1.6, 0.2, -2.3], [1.2, -0.3, 1.9], [1.0, 0.0, 0.5], [-0.5, 0.3, 0.6], [0.6, -0.3, 0.6], [0.3, 0.0, 0.2], [-0.3, 0.0, -0.5], [-0.1, -0.1, 0.0], [0.0, 0.1, -0.1], [-0.1, 0.2, -0.2], [0.1, -0.2, -0.2], [-0.5, 0.0, 0.0]]
}


{
  "formula": "C4H10N3O",
  "method": "ωB97M-V/def2-TZVPD",
  "orbital_gap_ha": 0.4039,
  "relative_energy_ev": 2.6645,
  "smiles": "CN1[NH2+]C=C[C@]1(N)O",
  "max_force_ev_per_a": 3.68,
  "total_energy_ha": -397.58135,
  "total_charge": 1,
  "e_lumo_ha": -0.126,
  "symbols": ["C", "N", "N", "C", "C", "C", "N", "O", "H", "H", "H", "H", "H", "H", "H", "H", "H", "H"],
  "coordinates": [[-0.096405, -0.079432, -1.823940], [0.434509, -0.018988, -0.424022], [0.880713, -1.274335, 0.148992], [1.084877, -0.855037, 1.651646], [0.381235, 0.269194, 1.825763], [-0.448756, 0.588294, 0.632345], [-0.733986, 1.925905, 0.353101], [-1.657566, -0.209412, 0.682382], [-0.293590, 1.031456, -2.081607], [0.716680, -0.435532, -2.477581], [-0.963157, -0.727486, -1.789486], [1.855346, -1.681736, -0.167345], [0.244625, -2.149886, 0.147507], [1.646265, -1.541711, 2.187225], [0.169401, 0.837179, 2.705905], [0.029578, 2.468246, -0.136867], [-1.522104, 1.946539, -0.198617], [-2.229782, 0.197125, 1.441743]],
  "atomic_forces_ev_per_a": [[0.8, 1.3, 1.1], [0.0, -0.5, -0.8], [1.7, -1.6, 1.5], [-2.1, 1.9, -2.3], [0.5, -1.6, 0.5], [0.6, -1.7, -1.5], [2.6, 1.2, 0.5], [-0.6, 2.1, 2.0], [0.0, -2.1, 0.2], [-0.5, 0.1, 0.2], [-0.4, 0.1, -0.8], [-2.2, 1.6, 0.1], [0.4, 1.8, -0.3], [0.9, -0.8, 1.2], [0.4, 0.0, 0.6], [-1.0, -1.0, 1.1], [-2.2, 0.4, -1.5], [1.3, -1.2, -2.0]]
}


{
  "formula": "C3H7N5",
  "method": "ωB97M-V/def2-TZVPD",
  "orbital_gap_ha": 0.3602,
  "relative_energy_ev": 4.5675,
  "smiles": "[H]/N=C(\\N)NNCC#N",
  "max_force_ev_per_a": 9.85,
  "total_energy_ha": -392.13119,
  "total_charge": 0,
  "e_lumo_ha": 0.022,
  "symbols": ["H", "N", "C", "N", "N", "N", "C", "C", "N", "H", "H", "H", "H", "H", "H"],
  "coordinates": [[-1.782632, 1.772373, 1.228677], [-1.047777, 1.130180, 1.146046], [-1.185513, 0.369039, 0.105087], [-2.249696, 0.288685, -0.802848], [-0.516014, -0.930634, -0.016199], [0.725345, -1.150960, 0.583259], [2.120939, -0.690050, -0.181475], [2.007546, 0.767129, -0.320944], [1.983389, 2.025684, -0.295529], [-2.617836, 1.287137, -0.700312], [-2.386437, -0.501351, -1.720699], [-1.216650, -1.639049, 0.044718], [0.843605, -0.623708, 1.557471], [3.107471, -0.798295, 0.422804], [2.214257, -1.306176, -1.050050]],
  "atomic_forces_ev_per_a": [[-1.1, 1.5, -0.1], [1.4, -2.3, -2.2], [-0.7, -3.3, 1.2], [-0.6, 0.9, -1.3], [2.3, 3.1, -0.6], [2.6, 0.8, 2.8], [-1.8, 0.4, 2.1], [0.2, 9.5, -0.5], [0.1, -9.8, -0.3], [-0.5, -2.3, -1.6], [1.0, 3.9, 3.8], [0.3, -0.8, 0.3], [-0.9, -1.3, -2.6], [-2.1, -0.5, -0.3], [-0.1, 0.2, -0.8]]
}